[1]
C34H42Cl2IrNOP3S as an isolated structure at a distorted geometry, computed with ωB97M-V/def2-TZVPD.

Atoms and positions in Å:
P1 1.0806 1.1212 -1.9504
C1 2.8282 1.4117 -2.3477
C2 3.3860 0.8714 -3.5061
H1 2.8066 0.2127 -4.1370
C3 4.6965 1.1649 -3.8484
H2 5.1237 0.7360 -4.7441
C4 5.4566 2.0016 -3.0444
H3 6.4795 2.2277 -3.3122
C5 4.9006 2.5516 -1.8982
H4 5.4874 3.2057 -1.2689
C6 3.5907 2.2651 -1.5497
H5 3.1777 2.7102 -0.6563
C7 0.5424 -0.2607 -2.9949
C8 1.0878 -1.5197 -2.7395
H6 1.8450 -1.6358 -1.9775
C9 0.6666 -2.6191 -3.4688
H7 1.0963 -3.5911 -3.2698
C10 -0.2937 -2.4691 -4.4613
H8 -0.6138 -3.3266 -5.0376
C11 -0.8305 -1.2161 -4.7223
H9 -1.5683 -1.0944 -5.5037
C12 -0.4179 -0.1116 -3.9915
H10 -0.8536 0.8563 -4.1817
C13 0.2355 2.6320 -2.4959
C14 0.6634 3.3137 -3.6335
H11 1.4700 2.9224 -4.2383
C15 0.0548 4.5058 -3.9909
H12 0.3843 5.0313 -4.8763
C16 -0.9661 5.0314 -3.2090
H13 -1.4320 5.9665 -3.4875
C17 -1.3749 4.3652 -2.0626
H14 -2.1556 4.7819 -1.4411
C18 -0.7747 3.1674 -1.7055
H15 -1.0689 2.6529 -0.8030
Ir1 0.1229 -0.3153 2.4780
C19 -1.6155 -1.1493 1.9849
C20 -2.0390 -1.1455 0.6914
H16 -2.2148 -1.6268 2.7564
C21 -1.0955 -0.5260 -0.2895
O1 -1.7332 0.4041 -1.1888
H17 -1.0337 0.7792 -1.7394
C22 0.0693 0.0864 0.4793
H18 -0.6921 -1.2851 -0.9656
C23 0.9952 0.7978 -0.2246
Cl1 -0.2465 -1.0836 4.7810
Cl2 2.2983 0.8286 2.7126
P2 1.3561 -2.3208 2.1835
C24 2.2205 -2.8688 3.6905
H19 1.4905 -3.2726 4.3844
H20 2.6914 -2.0080 4.1545
H21 2.9692 -3.6226 3.4558
C25 0.3435 -3.7683 1.7106
H22 -0.1260 -3.5798 0.7479
H23 -0.4349 -3.8940 2.4583
H24 0.9380 -4.6774 1.6505
C26 2.6758 -2.2795 0.9217
H25 3.1648 -1.3100 0.9646
H26 2.2374 -2.4000 -0.0646
H27 3.4096 -3.0654 1.0875
P3 -3.5082 -1.8930 0.1124
C27 -4.2183 -2.9767 1.3732
C28 -3.1861 -2.8818 -1.3737
H28 -4.4840 -2.4008 2.2548
H29 -3.4997 -3.7399 1.6560
H30 -5.1148 -3.4519 0.9833
H31 -2.8515 -2.2277 -2.1743
H32 -4.0869 -3.4008 -1.6912
H33 -2.4056 -3.6081 -1.1658
C29 -4.8103 -0.7156 -0.3559
H34 -4.9868 -0.0292 0.4678
H35 -5.7359 -1.2351 -0.5946
H36 -4.4749 -0.1521 -1.2210
H37 1.8735 1.1360 0.3040
S1 -1.1428 1.7536 2.8207
C30 -0.9260 1.8512 4.4333
N1 -1.9109 1.4309 5.2816
C31 -1.7552 1.4828 6.6339
C32 -0.5719 1.9766 7.1868
C33 0.4419 2.4242 6.3403
C34 0.2671 2.3684 4.9567
H38 -2.8049 1.0495 4.8967
H39 -2.5477 1.1352 7.2845
H40 -0.4431 2.0134 8.2610
H41 1.3631 2.8124 6.7557
H42 1.0564 2.7211 4.3073

Computed properties:
Electronic energy = -106044.60664 eV
2S+1 = 6
Orbital gap (spin up / spin down) = 0.1869 / 0.1971 Eh
Net charge = +2

---

[2]
C34H42HfN5S3Sb as an isolated structure at a distorted geometry, computed with ωB97M-V/def2-TZVPD.

Atoms and positions in Å:
Hf1 0.1503 0.6112 0.4307
C1 -0.9548 3.5392 1.0823
N1 -1.4824 2.3504 0.2915
C2 -1.6376 2.7765 -1.1067
C3 -0.3830 2.6915 -1.8741
N2 0.1168 1.2243 -1.9682
C4 -0.7410 0.4289 -2.8724
C5 1.5226 1.2657 -2.5209
C6 1.8721 0.7688 -3.7730
C7 3.1950 0.8422 -4.1876
C8 4.1254 1.4309 -3.3983
C9 3.8488 1.8676 -2.1042
C10 2.5338 1.7469 -1.6308
S1 2.1537 2.0808 0.0369
C11 -2.7368 1.9292 0.9691
C12 -4.0284 2.3869 0.6329
C13 -5.1102 1.9689 1.3455
C14 -4.9224 1.0557 2.3818
C15 -3.6696 0.6585 2.7754
C16 -2.5471 1.1268 2.0830
S2 -0.9062 0.7098 2.6742
H1 -1.8108 4.2380 1.2150
H2 -0.1479 4.0182 0.5119
H3 -0.5987 3.2021 2.0711
H4 -2.0505 3.7666 -1.2044
H5 -2.3791 2.0387 -1.5260
H6 0.4355 3.2718 -1.4452
H7 -0.5373 3.1759 -2.8296
H8 -0.8357 0.9856 -3.7967
H9 -1.6851 0.1216 -2.4102
H10 -0.1954 -0.5417 -3.0621
H11 1.1287 0.2404 -4.3802
H12 3.4615 0.4336 -5.1677
H13 5.0796 1.5001 -3.8021
H14 4.6304 2.0884 -1.4711
H15 -4.1334 2.9044 -0.2868
H16 -6.0681 2.2159 1.0025
H17 -5.6788 0.6271 2.9319
H18 -3.4634 -0.1006 3.5626
N3 -1.7680 -3.0675 -1.2957
C17 -2.9427 -2.7375 -2.0316
C18 -3.3299 -3.3799 -3.2033
C19 -4.5284 -2.9406 -3.8288
C20 -5.2507 -1.8822 -3.2074
C21 -4.8836 -1.2810 -2.0455
C22 -3.7079 -1.7628 -1.4627
S3 -3.0922 -1.0555 0.0598
N4 -1.3600 -1.0081 -0.2502
C23 -0.9164 -2.1037 -0.8020
C24 0.5400 -2.2061 -1.0505
C25 1.1134 -3.1967 -1.8413
C26 2.5223 -3.1879 -2.0159
C27 3.2675 -2.1669 -1.4565
C28 2.5926 -1.1662 -0.7882
N5 1.2788 -1.1649 -0.5925
H19 -1.3404 -3.9613 -1.5273
H20 -2.7264 -4.2858 -3.5771
H21 -4.7499 -3.1971 -4.8449
H22 -6.1071 -1.5535 -3.7644
H23 -5.4678 -0.5025 -1.5616
H24 0.6270 -4.0544 -2.2836
H25 3.0502 -3.9554 -2.5428
H26 4.3314 -2.0385 -1.5187
H27 3.1607 -0.4367 -0.2321
C29 0.6393 -2.1705 4.2827
C30 1.4806 -0.9204 4.5170
Sb1 2.2676 -0.0632 2.7547
C31 4.0544 -1.0602 2.3129
C32 3.9850 -2.5441 2.1646
C33 2.9210 1.7500 3.7437
C34 1.7793 2.6119 4.2482
H28 0.1585 -2.5272 5.2456
H29 1.1871 -3.0157 3.8504
H30 -0.1398 -1.9722 3.5735
H31 2.3559 -1.0746 5.1691
H32 0.8736 -0.1612 4.9221
H33 4.6649 -0.6750 3.1694
H34 4.4820 -0.5718 1.4090
H35 3.5797 -3.1033 3.0230
H36 4.8966 -3.0457 1.9638
H37 3.2717 -2.7732 1.3271
H38 3.5447 2.2551 2.9726
H39 3.4503 1.3639 4.6047
H40 1.3157 3.0360 3.4083
H41 2.1873 3.4148 4.9329
H42 1.1816 1.8923 4.8894

Computed properties:
ΔE to the lowest compared entry with this formula, charge and spin = 0.00 kJ/mol
Electronic energy = -83729.04533 eV
2S+1 = 1
Orbital gap = 0.2370 Eh
Net charge = +2

---

[3]
C34H42N4O3P2PtS as an isolated structure at a distorted geometry, computed with ωB97M-V/def2-TZVPD.

Atoms and positions in Å:
Pt1 1.0212 -2.5092 0.2046
C1 2.8222 -3.4363 -0.3022
C2 2.2357 -2.9710 -1.5228
C3 1.6561 -3.9361 -2.5430
C4 0.5634 -4.8260 -1.9119
C5 -0.0959 -4.0229 -0.8122
C6 0.1785 -4.3835 0.5374
C7 1.4038 -5.2020 0.9287
C8 2.6991 -4.8816 0.1301
C9 0.0545 -0.9324 1.1881
H1 3.6521 -2.8225 0.0692
H2 2.7893 -2.1870 -2.0496
H3 2.4050 -4.6155 -2.9885
H4 1.2260 -3.3731 -3.3851
H5 -0.1659 -5.1623 -2.6686
H6 1.0467 -5.7376 -1.5340
H7 -1.0215 -3.5275 -1.1134
H8 -0.6398 -4.5123 1.2758
H9 1.2307 -6.2847 0.8887
H10 1.6229 -4.8915 1.9645
H11 3.5322 -5.1294 0.7878
H12 2.7902 -5.5517 -0.7278
H13 0.4905 -0.6278 2.1312
H14 -0.9440 -1.3693 1.4060
H15 -0.1216 0.0513 0.7069
P1 -1.6234 -0.6241 -1.3655
P2 1.3940 0.9425 -1.0587
N1 -2.9231 -2.1700 -0.9913
N2 -2.8914 0.3522 -1.9832
N3 3.0056 0.3006 -0.2852
N4 2.1664 2.3175 -1.6473
C10 -0.5239 -0.5622 -2.8864
C11 0.8926 0.1282 -2.7014
C12 -3.0653 -2.6718 0.3009
C13 -4.1689 -3.5264 0.3795
C14 -4.7333 -3.5832 -0.9306
C15 -3.9270 -2.7686 -1.7433
C16 -3.4771 1.0954 -0.9230
C17 -4.7677 1.4246 -1.2572
C18 -5.0323 0.8615 -2.5584
C19 -3.8798 0.2054 -2.9757
C20 3.0725 0.0813 1.0885
C21 4.3408 -0.3585 1.4667
C22 5.1196 -0.3510 0.2842
C23 4.2771 -0.0022 -0.7873
C24 3.4259 2.8984 -1.4648
C25 3.3273 4.2332 -1.8009
C26 1.9601 4.5287 -2.1290
C27 1.2753 3.3287 -2.0953
H16 -1.1362 -0.0366 -3.6460
H17 -0.4009 -1.6176 -3.2153
H18 1.6601 -0.6156 -2.9972
H19 0.9624 0.9914 -3.4031
H20 -2.3814 -2.4217 1.0952
H21 -4.4791 -4.0644 1.2602
H22 -5.5894 -4.1669 -1.2428
H23 -3.9840 -2.5983 -2.8208
H24 -2.8501 1.3224 -0.0672
H25 -5.4534 2.0045 -0.6456
H26 -5.9803 0.9396 -3.0991
H27 -3.6217 -0.2729 -3.9044
H28 2.2538 0.3623 1.7307
H29 4.6234 -0.6378 2.4647
H30 6.1948 -0.5531 0.2074
H31 4.5018 0.1418 -1.8246
H32 4.2709 2.3060 -1.1635
H33 4.1187 4.9523 -1.8033
H34 1.5171 5.4903 -2.3193
H35 0.2789 3.0421 -2.3388
C28 -2.6171 6.0588 5.6269
C29 -1.8162 5.3071 4.5942
C30 -1.9260 5.6097 3.2275
C31 -1.1534 4.9319 2.2743
C32 -0.2515 3.9357 2.6792
C33 -0.1384 3.6398 4.0488
C34 -0.9249 4.2989 4.9862
S1 0.7010 2.9588 1.5166
O1 -0.1815 2.7795 0.3491
O2 1.9143 3.7066 1.2441
O3 0.8572 1.7606 2.3550
H36 -2.2729 7.1038 5.7227
H37 -3.6863 6.0986 5.3639
H38 -2.5412 5.5834 6.6169
H39 -2.6270 6.3841 2.9004
H40 -1.2378 5.1519 1.2084
H41 0.5501 2.8664 4.3856
H42 -0.8291 4.0187 6.0381

Computed properties:
ΔE to the lowest compared entry with this formula, charge and spin = 15.30 kJ/mol
Electronic energy = -80676.05495 eV
2S+1 = 5
Orbital gap (spin up / spin down) = 0.2353 / 0.1013 Eh
Net charge = +2

---

[4]
C34H43BBrN7O4RhS3 as an isolated structure at a distorted geometry, computed with ωB97M-V/def2-TZVPD.

Atoms and positions in Å:
Rh1 0.2900 0.2255 -0.1437
C1 1.7982 3.6469 -1.6822
N1 1.9411 3.7868 -0.2317
C2 1.8024 4.9415 0.4919
C3 1.9409 4.6012 1.7997
N2 2.1651 3.2490 1.8715
B1 2.5492 2.5556 3.2366
N3 2.0111 1.0782 3.4210
C4 2.6446 0.2791 4.3457
C5 1.8781 -0.8151 4.5637
N4 0.7760 -0.6885 3.7551
C6 -0.3565 -1.6111 3.6817
C7 0.8807 0.4689 3.0636
S1 -0.3412 1.0223 1.9673
C8 2.1512 2.7668 0.6294
S2 2.4210 1.1342 0.1444
H1 1.6067 4.6276 -2.1081
H2 0.9724 2.9809 -1.9158
H3 2.7044 3.2261 -2.1081
H4 1.6224 5.8972 0.0296
H5 1.9221 5.2137 2.6846
H6 3.7515 2.4849 3.2996
H7 2.0678 3.2360 4.1083
H8 3.5775 0.5755 4.7931
H9 2.0156 -1.6452 5.2361
H10 -0.1536 -2.4618 4.3274
H11 -0.4947 -1.9441 2.6571
H12 -1.2626 -1.1144 4.0169
C9 0.9173 -4.9528 1.0587
C10 2.3134 -4.7213 1.6381
C11 2.5719 -3.2891 2.0783
S3 2.5339 -1.8787 0.9564
O1 1.0311 -1.5989 0.6904
C12 3.3355 -2.3940 -0.5849
C13 2.8346 -3.5496 -1.4584
C14 1.5038 -3.2903 -2.1633
H13 0.8684 -5.9206 0.5595
H14 0.6450 -4.1851 0.3350
H15 0.1656 -4.9477 1.8510
H16 3.0875 -5.0418 0.9445
H17 2.4380 -5.3379 2.5319
H18 3.5736 -3.1905 2.5083
H19 1.8510 -2.9880 2.8418
H20 4.3677 -2.5532 -0.2522
H21 3.3000 -1.4597 -1.1560
H22 2.7768 -4.4666 -0.8849
H23 3.6087 -3.7019 -2.2148
H24 0.7519 -2.8883 -1.4907
H25 1.1128 -4.2118 -2.5949
H26 1.6343 -2.5719 -2.9740
Br1 2.1810 0.2907 -3.3822
C15 0.5581 0.5198 -4.3469
C16 0.5932 1.4295 -5.3934
C17 -0.5270 1.6056 -6.1876
C18 -1.6725 0.8642 -5.9449
C19 -1.6991 -0.0342 -4.8925
C20 -0.5921 -0.2125 -4.0636
C21 -0.7597 -1.1999 -2.9249
O2 -1.3452 -2.2373 -3.1398
O3 -0.2867 -0.8459 -1.7619
H27 1.5028 1.9815 -5.5912
H28 -0.4969 2.3138 -7.0042
H29 -2.5429 0.9803 -6.5780
H30 -2.5770 -0.6384 -4.6971
C22 -0.5866 5.8739 -7.6693
C23 -1.5980 5.4209 -6.6479
C24 -1.6123 5.9424 -5.3600
C25 -2.5792 5.5581 -4.4379
C26 -3.5367 4.6249 -4.7921
N5 -4.6199 4.3102 -3.8925
C27 -4.9107 3.0242 -3.4962
O4 -6.0294 2.5751 -3.4393
N6 -3.7998 2.2387 -3.1150
C28 -2.8817 2.5705 -2.1218
C29 -2.7987 3.8254 -1.5241
C30 -1.8600 4.0391 -0.5307
C31 -1.0099 3.0222 -0.1590
N7 -1.0907 1.8087 -0.7214
C32 -2.0167 1.5794 -1.6547
C33 -3.5161 4.0657 -6.0639
C34 -2.5591 4.4649 -6.9807
H31 -0.1458 6.8314 -7.3944
H32 -1.0496 5.9731 -8.6510
H33 0.2240 5.1460 -7.7627
H34 -0.8726 6.6844 -5.0785
H35 -2.6039 6.0114 -3.4548
H36 -5.4677 4.8244 -4.0893
H37 -4.0161 1.2554 -3.1870
H38 -3.4867 4.6075 -1.8095
H39 -1.8018 4.9962 -0.0302
H40 -0.2859 3.1572 0.6260
H41 -2.1066 0.5676 -2.0176
H42 -4.2797 3.3479 -6.3422
H43 -2.5720 4.0495 -7.9837

Computed properties:
ΔE to the lowest compared entry with this formula, charge and spin = 99.85 kJ/mol
Electronic energy = -160807.10216 eV
2S+1 = 1
Orbital gap (spin up / spin down) = 0.2549 / 0.2549 Eh
Net charge = +1

---

[5]
C34H43NOPtS5Te as an isolated structure at a distorted geometry, computed with ωB97M-V/def2-TZVPD.

Atoms and positions in Å:
Pt1 -0.1802 2.6079 -0.6643
C1 0.2212 4.0356 2.4392
C2 -1.1032 3.3102 2.6883
S1 -1.6404 2.1355 1.4039
C3 -3.1487 2.9217 0.7962
C4 -2.9393 4.2702 0.1344
S2 -1.8819 4.1882 -1.3347
C5 -3.0610 3.3883 -2.4526
C6 -2.4144 3.0612 -3.7848
S3 -1.0093 1.9377 -3.6080
C7 0.3733 3.1300 -3.5532
C8 1.0895 3.0573 -2.2212
S4 0.4031 4.7301 0.7954
H1 1.0673 3.3533 2.5599
H2 0.3331 4.8457 3.1581
H3 -1.9206 4.0125 2.8477
H4 -0.9925 2.7224 3.5969
H5 -3.8518 3.0051 1.6269
H6 -3.5600 2.1957 0.0913
H7 -2.4685 4.9956 0.7991
H8 -3.8944 4.6969 -0.1755
H9 -3.8819 4.0990 -2.5699
H10 -3.4307 2.4764 -1.9819
H11 -2.0924 3.9577 -4.3143
H12 -3.1409 2.5447 -4.4108
H13 -0.0323 4.1222 -3.7450
H14 1.0434 2.8752 -4.3729
H15 1.5647 4.0075 -1.9777
H16 1.8495 2.2807 -2.2318
S5 1.3913 -0.5631 -3.6543
C9 0.3661 -0.5347 -2.4967
C10 1.8676 -7.5195 -1.4477
C11 1.6414 -6.0369 -1.3126
C12 0.4781 -5.4402 -1.7861
C13 0.2273 -4.0776 -1.6681
C14 -1.0849 -3.5515 -2.1867
C15 1.2177 -3.3278 -1.0377
Te1 0.8978 -1.1957 -0.5183
N1 1.0320 1.1072 -0.1006
C16 1.9544 0.9635 0.8442
O1 2.1401 -0.1905 1.3458
C17 2.9143 2.0290 1.3327
C18 3.7834 1.6875 2.3672
C19 4.7356 2.5933 2.8202
C20 4.8324 3.8540 2.2508
C21 3.9786 4.2041 1.2145
C22 3.0402 3.2894 0.7539
C23 -0.8900 -1.5044 0.5622
C24 -0.7443 -2.2610 1.7335
C25 0.5394 -2.8756 2.2514
C26 -1.8861 -2.5015 2.4972
C27 -3.1327 -2.0197 2.1433
C28 -4.3503 -2.2898 2.9857
C29 -3.2321 -1.2701 0.9715
C30 -2.1410 -0.9987 0.1643
C31 -2.3807 -0.1895 -1.0934
C32 2.4300 -3.8532 -0.5836
C33 3.5748 -3.0726 0.0260
C34 2.6015 -5.2269 -0.7231
H17 1.0501 -8.0033 -1.9787
H18 1.9578 -7.9838 -0.4644
H19 2.7941 -7.7207 -1.9868
H20 -0.2736 -6.0528 -2.2724
H21 -1.4695 -4.2139 -2.9594
H22 -0.9938 -2.5595 -2.6280
H23 -1.8261 -3.5065 -1.3850
H24 3.7016 0.7091 2.8182
H25 5.4082 2.3052 3.6179
H26 5.5848 4.5521 2.5937
H27 4.0558 5.1799 0.7514
H28 2.4430 3.5414 -0.0999
H29 1.4514 -2.4895 1.8084
H30 0.5227 -3.9570 2.1020
H31 0.6290 -2.6875 3.3211
H32 -1.7821 -3.0936 3.4012
H33 -4.1025 -2.8726 3.8707
H34 -5.0998 -2.8405 2.4151
H35 -4.8121 -1.3559 3.3096
H36 -4.2047 -0.8966 0.6672
H37 -3.4331 0.0868 -1.1629
H38 -2.1294 -0.7388 -1.9992
H39 -1.7749 0.7246 -1.1204
H40 3.4237 -1.9959 0.0486
H41 4.4856 -3.2537 -0.5451
H42 3.7638 -3.4010 1.0490
H43 3.5276 -5.6680 -0.3663

Computed properties:
Electronic energy = -104190.26576 eV
2S+1 = 5
Orbital gap (spin up / spin down) = 0.2547 / 0.1924 Eh
Net charge = +2